1.
22
Properties=species:S:1:pos:R:3:nbo_charge:R:1 method="wB97M-V/def2-TZVPD" multiplicity=1 homo_energy_ev=-12.429 lumo_ev=-5.4 total_charge=+1 gap_ev=7.0
H -2.53 -1.23 0.99 0.2178
C -0.25 -3.16 2.41 -0.3750
C 1.22 2.25 -2.37 -0.0774
H 0.46 0.86 -1.04 0.4505
H 0.26 -4.11 2.31 0.2108
C -1.55 -1.28 1.46 -0.4256
N 0.73 1.84 -1.11 -0.4047
H -0.27 -2.73 3.40 0.1975
H 0.37 2.06 0.91 0.2498
H -1.17 0.68 0.69 0.1948
H 0.34 -0.22 1.11 0.2076
C 1.27 1.38 -3.37 -0.2759
H -0.57 -0.65 -0.36 0.1906
H -0.94 -3.13 0.41 0.2021
H -1.65 -0.94 2.49 0.2176
H 1.01 0.35 -3.15 0.2162
C 0.69 2.49 -0.02 0.1171
C -0.66 -0.29 0.67 -0.6296
H 1.06 3.51 -0.06 0.2200
H 1.44 3.31 -2.41 0.2353
H 1.66 1.67 -4.34 0.2558
C -0.91 -2.63 1.38 -0.1957


2.
22
Properties=species:S:1:pos:R:3:nbo_charge:R:1 method="wB97M-V/def2-TZVPD" multiplicity=1 homo_energy_ev=-14.256 lumo_ev=-4.7 total_charge=+1 gap_ev=9.6
H -1.91 -0.94 -1.47 0.2032
H 0.86 1.91 -1.03 0.2215
C -0.19 1.20 1.10 -0.6329
C -2.82 -0.48 0.31 -0.4105
C 2.24 -0.41 -0.08 -0.4697
H 2.57 0.11 -1.13 0.2745
C -0.07 0.25 -0.12 0.1653
H -0.26 0.46 2.00 0.2148
H 3.05 -1.20 0.07 0.2677
C 0.21 1.13 -1.37 -0.6527
N 0.85 -0.82 0.05 -0.2889
H -3.64 -1.01 -0.07 0.2347
H 0.74 1.78 1.14 0.2247
H -2.58 -0.41 1.38 0.2151
H -0.73 -1.98 0.52 0.2605
H -0.89 1.51 -1.76 0.2666
C 0.36 -1.96 0.29 0.1089
H 0.99 -2.83 0.52 0.2314
H 0.67 0.63 -2.19 0.2266
C -1.81 -0.49 -0.52 -0.1659
H -1.07 1.76 0.96 0.2559
H 2.37 0.40 0.70 0.2492


Which one sits at the bottom of the stability order? 2 does.


1.
23
Properties=species:S:1:pos:R:3:nbo_charge:R:1 method="wB97M-V/def2-TZVPD" multiplicity=1 homo_energy_ev=-13.448 lumo_ev=-2.9 total_charge=+1 gap_ev=10.5
O -3.53 2.20 -0.62 -0.9549
C -0.20 -0.75 -1.41 -0.2319
C -0.04 0.73 0.80 0.1218
H 2.20 0.68 1.24 0.4530
H 1.72 -3.57 0.84 0.5011
H -0.29 1.65 2.70 0.2182
H -0.50 -1.65 -0.87 0.2097
H -1.71 1.79 1.52 0.2467
N 1.31 0.15 0.95 -0.8224
H 1.85 -0.44 -2.30 0.3863
N 1.28 -1.01 -1.71 -0.8524
C -0.53 0.65 -0.68 -0.4490
H -4.02 1.92 -1.50 0.4896
H 1.36 -1.87 -1.99 0.3704
H 1.61 -0.26 -0.05 0.4817
C -0.62 1.36 1.79 -0.3405
H 2.83 -2.99 1.86 0.4971
H -1.58 0.88 -0.78 0.2781
H -0.88 -0.59 -2.39 0.2081
O 2.22 -2.83 1.18 -0.9826
H 0.00 1.36 -1.17 0.2122
H 1.30 -0.85 1.53 0.4864
H -3.16 3.04 -0.77 0.4734


2.
23
Properties=species:S:1:pos:R:3:nbo_charge:R:1 method="wB97M-V/def2-TZVPD" multiplicity=1 homo_energy_ev=-12.763 lumo_ev=-3.2 total_charge=+1 gap_ev=9.5
C -0.62 -0.17 -0.25 -0.0779
N -2.01 0.05 -0.81 -0.6890
C -0.85 -1.04 0.95 -0.0998
H 2.65 0.59 -2.02 0.1833
H -2.56 0.25 0.04 0.4733
H -2.12 0.74 -1.55 0.4410
H -1.50 0.13 2.40 0.5134
H -0.54 2.42 2.56 0.4992
H -1.23 -2.03 0.69 0.1899
H 0.06 -1.24 1.51 0.2404
H 0.32 -0.28 -2.24 0.1902
O -1.90 -0.45 1.73 -0.7456
C 0.37 -0.75 -1.25 -0.2500
H -2.37 -0.83 -1.20 0.4311
H 0.88 1.85 1.95 0.5008
H 3.37 0.48 -0.38 0.2262
H 1.82 1.37 -0.77 0.1768
H 2.20 -1.57 -0.78 0.3870
H -0.30 0.82 0.06 0.2305
C 2.45 0.49 -0.95 -0.4145
N 1.68 -0.72 -0.64 -0.6309
O 0.05 1.68 2.39 -0.9900
H 0.15 -1.80 -1.45 0.2148


3.
23
Properties=species:S:1:pos:R:3:nbo_charge:R:1 method="wB97M-V/def2-TZVPD" multiplicity=1 homo_energy_ev=-14.282 lumo_ev=-7.9 total_charge=+1 gap_ev=6.4
C -1.27 -0.58 -2.32 -0.1973
H 3.77 -2.16 1.24 0.4834
H -1.60 2.93 3.13 0.4910
O 3.19 -1.43 1.37 -0.9532
H -2.03 1.32 -1.65 0.2580
N 0.34 -0.97 1.72 -0.7265
H 1.53 -0.03 0.15 0.2861
H 0.34 -1.30 -0.31 0.2526
H -0.83 -1.48 -1.85 0.2052
C 0.49 -0.35 0.30 -0.4138
C -0.38 0.77 -0.28 0.3995
C -1.57 0.48 -1.20 -0.5829
H 0.29 -0.36 2.49 0.3912
O -0.94 2.25 2.93 -0.9220
H -0.48 0.74 -3.68 0.3637
H -0.94 2.17 1.95 0.4381
H -0.68 -1.17 1.67 0.3594
H -2.18 -0.94 -2.86 0.2568
H 0.11 1.76 -0.39 0.2300
H 0.58 -0.14 -2.78 0.3419
H -2.39 -0.07 -0.66 0.3189
H 2.29 -1.75 1.33 0.4712
N -0.25 -0.17 -3.33 -0.7512


Which one sits at the bottom of the stability order? 3 does.


1.
9
Properties=species:S:1:pos:R:3:nbo_charge:R:1 method="wB97M-V/def2-TZVPD" multiplicity=1 homo_energy_ev="-8.262 / -8.263" lumo_ev="-0.3 / -0.3" total_charge=0 gap_ev="7.9 / 7.9"
H 0.40 -1.14 -0.51 0.1997
I -0.48 -0.25 3.33 0.0541
O 0.34 0.66 0.42 -0.6632
C -1.35 -1.36 1.73 0.4760
F -2.68 -1.35 1.70 -0.3411
I -1.93 0.01 -1.41 0.1279
F -0.94 -2.63 1.71 -0.3577
H -0.27 1.36 0.71 0.5036
C -0.25 -0.35 -0.18 0.0006


2.
9
Properties=species:S:1:pos:R:3:nbo_charge:R:1 method="wB97M-V/def2-TZVPD" multiplicity=1 homo_energy_ev=-9.135 lumo_ev=0.0 total_charge=0 gap_ev=9.1
H -1.48 0.50 1.73 0.1013
I -1.11 -0.25 -1.15 -0.0612
I -0.55 1.40 2.58 0.0291
H 0.25 2.03 -2.20 0.1671
F 2.64 1.09 1.68 -0.3887
C -0.61 1.89 -1.56 0.3622
O -1.35 2.72 -1.18 -0.4563
C 1.56 0.29 1.34 0.5743
F 1.80 -0.80 1.96 -0.3277


Which one sits at the bottom of the stability order? 2 does.


1.
36
Properties=species:S:1:pos:R:3:nbo_charge:R:1 method="wB97M-V/def2-TZVPD" multiplicity=1 homo_energy_ev=-10.159 lumo_ev=-0.1 total_charge=0 smiles=O.O.O.O.O.O.O.O.O.O.O.O gap_ev=10.0
H -0.85 1.88 -0.80 0.4960
O 1.51 0.19 1.57 -0.9790
O -0.26 -3.09 -0.13 -1.0596
H 3.81 0.57 -0.78 0.4618
H 0.97 1.88 2.68 0.4627
H 2.22 0.43 1.03 0.5031
O 3.01 1.01 -0.50 -0.9498
H -0.84 -1.32 -2.92 0.4783
H -1.49 1.81 1.17 0.5063
H -1.38 -0.38 -3.82 0.4525
H -2.32 -0.82 0.87 0.4978
H -0.99 -2.34 0.21 0.5229
H -2.67 1.93 1.88 0.4727
H -0.81 -3.94 -0.10 0.4808
O -1.79 1.91 2.16 -0.9334
H 1.84 0.61 -3.44 0.5024
O 1.77 0.22 -2.55 -0.9982
O 0.46 -2.29 -2.61 -0.9628
H 2.51 0.45 -1.08 0.4845
H 1.64 -0.76 -2.58 0.5072
O -1.97 -1.72 1.20 -0.9590
O -0.63 0.51 -0.07 -0.9840
H -0.34 0.18 -0.95 0.5118
H -0.42 -0.57 3.25 0.4615
H -1.02 3.51 -1.31 0.4494
H 0.35 -2.52 -1.72 0.5161
H 1.78 2.89 3.22 0.4538
O -1.49 2.82 -1.10 -1.0126
H -1.33 0.51 2.79 0.5028
H 1.83 -0.74 1.79 0.4815
O -1.29 -0.43 3.06 -0.9795
H 0.78 -3.02 -3.00 0.4781
O -1.70 -0.73 -2.94 -0.9690
O 0.92 2.76 2.85 -0.9189
H -1.85 -1.58 2.11 0.5050
H 0.04 0.21 0.55 0.5169


2.
36
Properties=species:S:1:pos:R:3:nbo_charge:R:1 method="wB97M-V/def2-TZVPD" multiplicity=1 homo_energy_ev=-10.402 lumo_ev=-0.4 total_charge=0 smiles=O.O.O.O.O.O.O.O.O.O.O.O gap_ev=10.0
H -1.26 -1.05 2.20 0.4854
O -0.14 -0.29 0.59 -1.0237
H -1.66 -1.61 -0.17 0.4978
H -1.98 1.63 -0.84 0.5105
O -1.95 -0.79 2.82 -0.9681
O -1.62 1.72 0.04 -0.9570
O -1.23 -0.78 -2.95 -0.9579
O -2.43 -1.63 -0.73 -0.9722
O 2.37 -0.39 -0.63 -0.9583
H 0.40 -0.41 -0.18 0.4988
H -1.82 -1.25 -2.36 0.4951
H -0.56 0.56 0.45 0.4906
H 2.35 0.42 -1.14 0.4864
H 1.31 -1.46 -2.72 0.4864
H -0.54 3.06 0.86 0.4896
H 1.20 2.32 -2.28 0.4806
H 0.20 -3.21 -0.48 0.4779
O 1.86 -1.23 -3.47 -0.9322
H 1.04 -1.37 1.90 0.4852
H 1.10 2.57 -0.79 0.4947
O 1.08 -2.17 2.42 -0.9535
H 1.94 -2.54 2.23 0.4635
O 1.04 1.87 -1.45 -0.9676
H 0.13 4.34 1.31 0.4796
H 0.13 2.28 3.60 0.4681
H 0.02 -3.69 -1.90 0.4799
H 1.96 -0.28 -3.41 0.4447
O 0.39 -2.98 -1.39 -0.9540
O 0.24 3.39 1.31 -0.9784
O 0.48 1.46 3.28 -0.9506
H 0.72 1.63 2.36 0.4821
H -0.59 -0.37 -2.37 0.4467
H -1.56 -0.08 3.33 0.4790
H -2.37 1.98 0.58 0.4955
H -3.17 -1.46 -0.14 0.4835
H 2.93 -0.19 0.12 0.4721


3.
36
Properties=species:S:1:pos:R:3:nbo_charge:R:1 method="wB97M-V/def2-TZVPD" multiplicity=1 homo_energy_ev=-9.337 lumo_ev=-1.3 total_charge=0 smiles=O.O.O.O.O.O.O.O.O.O.O.O gap_ev=8.1
O -1.36 3.23 -0.94 -0.9601
O -0.18 0.51 0.59 -0.9403
O -1.38 -0.36 -2.00 -0.9296
H -2.74 0.15 2.23 0.4718
H -0.54 -0.23 -2.44 0.4606
H 1.46 0.95 1.70 0.4845
O -0.26 -1.81 2.26 -0.9799
H 1.28 -1.55 -2.01 0.4617
H -1.95 0.31 -2.37 0.4829
H 0.25 0.03 -0.11 0.4554
H -1.61 3.34 -1.86 0.4742
H 2.38 -0.20 -1.01 0.4513
H -0.39 -1.04 1.70 0.4718
O 2.24 2.76 -1.08 -0.9510
H 2.54 -3.26 1.31 0.4779
H 0.63 -2.10 2.06 0.4713
H -3.60 0.87 -0.37 0.4632
O 1.39 -2.30 -1.43 -0.9394
H 1.31 2.88 -1.28 0.4543
O -3.53 1.46 0.39 -0.9370
O -1.27 -2.86 -1.18 -0.9612
H 3.41 -0.37 0.08 0.5023
H 2.09 -2.07 0.50 0.4782
H -3.01 -0.81 3.37 0.4667
H -0.33 -2.71 -1.07 0.4636
H 2.32 1.83 -0.88 0.4801
H -0.90 4.04 -0.72 0.4901
H 1.88 2.37 1.99 0.4600
O 2.14 -2.40 1.40 -0.9363
O 2.74 0.23 -0.24 -0.9382
H -0.86 1.02 0.15 0.4958
H -3.11 2.25 0.05 0.4747
O 1.80 1.51 2.39 -0.9511
H 1.90 -2.93 -1.95 0.5000
O -3.17 -0.68 2.44 -0.9388
H -1.58 -2.09 -1.66 0.4706


4.
36
Properties=species:S:1:pos:R:3:nbo_charge:R:1 method="wB97M-V/def2-TZVPD" multiplicity=1 homo_energy_ev=-9.475 lumo_ev=-0.5 total_charge=0 gap_ev=8.9
H 4.08 -1.56 -1.93 0.4627
O 1.88 -0.45 -2.61 -0.9489
H -3.74 3.09 -0.34 0.4676
H -0.69 2.30 2.50 0.4762
H -1.50 0.83 -2.04 0.4612
O 0.13 2.23 1.99 -0.9595
H 2.01 -0.40 -1.65 0.4832
O -3.22 -1.16 -1.61 -0.9165
H -2.77 -2.42 3.07 0.4815
H -3.23 -2.57 0.67 0.4572
O 1.67 -0.15 2.05 -0.9586
H -1.34 -1.97 2.82 0.4668
O -2.97 -3.49 0.77 -0.9248
H 2.53 2.23 1.75 0.4559
H -0.92 -0.86 -1.26 0.4524
O 3.42 -2.25 -1.97 -0.9720
O -0.30 -0.17 -1.03 -0.9059
H -0.92 2.23 -1.98 0.4485
H -3.07 -1.86 -0.96 0.4629
H -4.35 3.58 -1.64 0.4726
H 3.76 -0.74 1.65 0.4802
O 2.42 2.88 1.04 -0.9295
O -0.89 1.38 -1.53 -0.9357
O 4.04 -0.74 0.73 -0.9398
H 3.23 -0.59 0.24 0.4589
H -2.01 -3.46 0.84 0.4719
H 1.76 0.70 1.61 0.4745
H 2.72 -1.88 -2.51 0.4863
H 1.16 0.05 2.84 0.4810
H -2.73 -0.41 -1.26 0.4525
O -3.51 3.33 -1.25 -0.9397
H -0.17 2.01 1.10 0.4822
O -2.20 -1.65 3.12 -0.9482
H 2.05 3.65 1.48 0.4779
H -0.55 0.09 -0.13 0.4766
H 0.96 -0.16 -2.73 0.4886


Which one sits at the bottom of the stability order? 4 does.


1.
71
Properties=species:S:1:pos:R:3:mulliken_spin:R:1 method="wB97M-V/def2-TZVPD" multiplicity=2 homo_energy_ev="-10.724 / -10.781" lumo_ev="-3.4 / -3.5" total_charge=+1 gap_ev="7.3 / 7.3"
N -1.90 3.02 1.22 0.0047
H -3.67 2.30 0.36 0.0002
H 0.20 0.52 -3.11 0.0002
H 4.16 -0.30 -3.42 -0.0001
H -1.17 1.58 -4.78 -0.0007
H -3.17 2.89 -4.11 0.0011
N 2.21 -2.30 -2.71 -0.0013
H -1.78 4.47 -0.30 0.0001
N 3.43 -0.77 2.73 0.0005
H 4.15 -1.24 3.27 -0.0001
C 3.52 2.56 -2.02 -0.0011
H 1.87 2.95 -0.66 0.0005
H -1.45 5.07 1.35 -0.0001
O 1.03 2.78 2.87 -0.0013
C 3.66 0.44 -2.80 -0.0002
H -0.50 -3.05 -1.07 0.0008
F -4.64 -2.70 3.07 0.0000
H -0.89 2.75 1.14 -0.0042
C 1.99 0.73 2.16 -0.0014
F -3.51 -0.86 3.10 0.0000
C -3.43 -2.16 1.12 0.0066
C -2.08 1.90 -1.04 -0.0116
H 3.23 -3.27 1.68 0.0001
C -4.41 -2.73 -0.99 0.0038
C -3.51 -2.12 2.63 -0.0003
C -0.93 1.18 -1.40 -0.1082
H -3.76 3.05 -1.73 -0.0004
C 3.43 1.07 4.36 -0.0001
C 0.36 -2.57 -1.50 0.0061
N 1.92 0.99 -1.29 -0.0356
H -3.12 4.70 0.85 -0.0001
C -2.62 2.01 0.37 -0.0068
C -2.34 -1.60 0.43 0.0046
O 2.88 2.21 4.72 -0.0001
H 2.36 -2.74 0.24 0.0003
H -2.51 1.07 0.90 0.0002
H -5.31 -3.16 0.92 -0.0001
N 4.15 1.67 -2.77 0.0011
N 1.23 -3.15 -2.34 0.0017
H 4.10 -2.41 0.41 0.0001
C 2.82 -1.18 1.60 0.0006
C 2.54 0.09 -2.06 -0.0107
F -2.49 -2.77 3.20 0.0003
C -2.07 4.41 0.75 0.0003
N 1.93 -0.28 1.23 -0.0073
H -5.20 -3.16 -1.58 0.0002
C -2.55 2.42 -3.37 0.0281
H -2.07 1.84 2.94 -0.0002
O 4.31 0.52 4.96 -0.0001
N -2.30 -1.61 -0.90 0.0048
H 2.16 2.49 4.10 0.0001
N 0.75 -1.33 -1.31 -0.0308
H -3.22 -2.11 -2.66 -0.0001
C 2.39 2.23 -1.27 0.0038
C -2.86 2.51 -2.03 -0.0188
C 1.08 1.88 2.03 0.0063
O 0.36 1.85 0.96 -0.0034
H 3.91 3.57 -2.00 0.0000
C -4.46 -2.73 0.40 -0.0008
Fe 0.34 0.24 -0.19 1.1715
H 1.22 -4.09 -2.70 -0.0002
C -3.31 -2.15 -1.58 -0.0019
C -1.43 1.69 -3.74 -0.0202
C -2.27 2.87 2.64 0.0000
H -1.68 3.55 3.24 -0.0001
C -0.65 1.09 -2.76 0.0578
S -1.00 -0.85 1.30 -0.0497
C 3.15 -2.47 0.94 -0.0009
C 2.92 0.43 3.11 0.0023
H -3.33 3.08 2.76 0.0000
C 1.88 -1.21 -2.06 0.0104


2.
71
Properties=species:S:1:pos:R:3:mulliken_spin:R:1 method="wB97M-V/def2-TZVPD" multiplicity=2 homo_energy_ev="-10.753 / -10.817" lumo_ev="-3.4 / -3.5" total_charge=+1 gap_ev="7.3 / 7.4"
C -1.14 1.32 -3.87 -0.0190
N 2.22 -0.67 1.10 -0.0055
C -4.35 -2.97 -0.93 0.0042
S -0.70 -1.29 1.14 -0.0444
C 3.65 0.65 4.27 -0.0003
C -1.84 1.46 -1.17 -0.0064
C 3.82 2.23 -2.05 -0.0009
C 0.65 -2.91 -1.77 0.0022
H 2.69 -3.11 0.08 0.0003
N -2.13 -2.09 -0.99 0.0030
H 1.52 -4.38 -3.02 -0.0001
C -2.12 -1.97 0.33 -0.0001
C 3.11 -1.56 1.47 0.0001
C 2.18 -1.53 -2.25 0.0114
C -2.62 2.06 -2.17 -0.0139
N 1.53 -3.46 -2.61 0.0015
H -3.29 2.57 2.57 0.0000
H 0.52 0.19 -3.23 -0.0001
C 3.47 -2.84 0.79 -0.0009
C -3.22 -2.56 -1.60 -0.0031
F -3.11 -0.90 2.95 -0.0002
C -2.43 1.53 0.22 -0.0144
H -0.77 2.33 1.07 -0.0044
H -3.54 2.56 -1.88 -0.0003
H -3.16 -2.62 -2.68 -0.0001
H 4.21 3.24 -2.00 0.0000
H -1.65 4.03 -0.40 0.0002
N 4.45 1.37 -2.84 0.0011
F -2.29 -2.89 3.20 0.0002
C 2.69 1.87 -1.32 0.0036
C 2.84 -0.23 -2.20 -0.0170
C 2.24 0.33 2.05 -0.0065
H -2.32 0.59 0.74 0.0038
C -2.22 2.39 2.51 0.0004
H 4.41 -2.75 0.26 0.0001
C 3.97 0.14 -2.92 0.0030
H -2.91 2.48 -4.25 0.0010
H 2.36 2.05 4.02 0.0000
N 2.51 -2.59 -2.94 -0.0015
O 0.61 1.44 0.84 -0.0088
H -5.22 -3.15 1.03 0.0000
H -1.68 3.09 3.14 0.0000
C 3.16 0.03 3.01 0.0078
H 3.56 -3.64 1.52 0.0001
O 3.07 1.78 4.65 0.0001
C -4.35 -2.86 0.45 -0.0012
H 4.47 -0.57 -3.57 -0.0003
H -3.05 4.19 0.69 -0.0001
C 1.32 1.47 1.92 0.0058
H -5.21 -3.35 -1.46 0.0002
C -0.35 0.72 -2.89 0.0527
H -1.99 1.37 2.81 -0.0003
O 4.53 0.11 4.89 -0.0001
H -1.41 4.62 1.26 -0.0001
C -3.24 -2.36 1.10 0.0118
H -0.85 1.24 -4.91 -0.0006
H 2.17 2.56 -0.68 0.0009
H -0.21 -3.40 -1.37 0.0016
Fe 0.64 -0.15 -0.33 1.1688
C -0.66 0.77 -1.52 -0.1047
H 4.42 -1.64 3.15 -0.0001
F -4.42 -2.60 3.12 0.0000
C -3.26 -2.19 2.59 -0.0036
N 3.70 -1.16 2.62 0.0008
N 1.05 -1.68 -1.51 -0.0252
N -1.78 2.56 1.10 0.0037
C -2.28 2.00 -3.50 0.0259
H -3.49 1.79 0.17 0.0002
O 1.25 2.36 2.76 -0.0004
C -1.99 3.95 0.63 0.0003
N 2.21 0.64 -1.40 -0.0321


Which one sits at the bottom of the stability order? 1 does.


1.
19
Properties=species:S:1:pos:R:3:nbo_charge:R:1 method="wB97M-V/def2-TZVPD" multiplicity=1 homo_energy_ev=-8.715 lumo_ev=0.9 total_charge=0 smiles=CNC[C@@H](N)CS gap_ev=9.6
H -1.35 -0.28 1.50 0.1593
H -4.16 0.23 0.56 0.1683
N -2.35 -0.06 -0.56 -0.6261
C -1.29 -0.58 0.38 -0.2240
C -3.73 -0.44 -0.19 -0.4165
C 0.12 0.15 -0.11 -0.0466
N 0.16 1.55 0.32 -0.8602
H -2.25 0.92 -0.56 0.3627
H 1.32 -1.64 -0.20 0.2200
C 1.37 -0.69 0.31 -0.5676
H 1.32 -0.94 1.36 0.2129
H -1.33 -1.70 0.26 0.1978
S 2.93 0.05 -0.08 -0.0325
H 2.89 -0.64 -1.32 0.1360
H 0.15 1.74 1.29 0.3555
H 0.15 0.27 -1.26 0.1969
H -3.78 -1.44 0.21 0.1936
H 0.94 1.97 -0.10 0.3714
H -4.35 -0.26 -1.07 0.1993


2.
19
Properties=species:S:1:pos:R:3:nbo_charge:R:1 method="wB97M-V/def2-TZVPD" multiplicity=1 homo_energy_ev=-7.059 lumo_ev=-3.0 total_charge=0 gap_ev=4.0
H -1.47 0.38 -0.51 0.2427
N 1.23 1.44 -0.31 -0.4955
C 0.85 1.82 0.99 -0.2672
H 1.51 -1.52 0.26 0.1897
C -0.76 0.41 -1.35 -0.5980
H 1.73 1.76 1.64 0.2077
H 0.46 2.83 0.98 0.2056
H -0.84 1.42 -1.74 0.2170
H 0.30 0.66 1.37 0.2719
H -0.15 -1.70 -0.33 0.2704
S -1.18 -0.73 -2.64 -0.2640
C 0.56 -1.00 0.16 -0.2764
H -2.97 -3.24 0.28 0.0093
H 1.29 -0.15 -1.64 0.2394
N 0.07 -0.58 1.44 -0.6007
H 0.72 -0.94 2.14 0.3586
H -2.91 -3.19 1.02 -0.0104
C 0.65 0.16 -0.82 -0.0779
H 0.91 2.16 -0.93 0.3777


3.
19
Properties=species:S:1:pos:R:3:nbo_charge:R:1 method="wB97M-V/def2-TZVPD" multiplicity=1 homo_energy_ev=-8.870 lumo_ev=0.5 total_charge=0 smiles="CC(C)S(C)(=N)=N" gap_ev=9.4
H -0.96 -0.70 -1.99 0.2676
S 0.56 0.81 -0.35 1.6873
H -1.39 2.62 0.23 0.2316
C -0.55 -0.66 -0.02 -0.4145
H 0.18 2.80 1.30 0.2157
N 0.36 0.86 -1.88 -1.1370
H 0.46 -0.65 2.01 0.2132
H 2.23 0.82 0.93 0.3548
C -0.53 -1.51 -1.30 -0.6493
H -1.62 -0.29 0.14 0.2275
H 0.54 -1.87 -1.69 0.2336
H 1.01 -1.92 0.90 0.2346
C -0.60 2.22 0.87 -0.7117
H -1.23 -2.36 -1.23 0.2127
H -1.09 1.48 1.54 0.2088
H -0.39 -2.30 1.69 0.2417
H 0.91 1.44 -2.38 0.3682
C 0.05 -1.35 1.21 -0.6717
N 2.04 0.57 0.00 -1.1131


Which one sits at the bottom of the stability order? 2 does.